Record 1
Formula: C22H20N4O
Source: the Open Molecules 2025 dataset
Level of theory: the ωB97M-V functional and the def2-TZVPD basis

XYZ file:
```
47
Properties=species:S:1:pos:R:3:mulliken_charge:R:1
C -1.132 -0.759 0.079 -0.343
C 0.243 -0.536 0.148 -0.718
C 0.924 0.693 -0.108 0.782
C 0.641 1.616 -1.144 -0.799
C 1.780 2.373 -1.233 1.445
C 2.146 3.335 -2.122 -0.890
C 3.381 3.981 -1.893 0.671
C 3.689 5.017 -2.817 0.330
N 3.087 5.313 -3.907 -0.604
C 3.585 6.512 -4.514 -0.395
C 4.572 7.001 -3.435 -0.442
N 4.640 5.911 -2.486 -0.254
C 4.256 3.611 -0.803 -1.062
C 3.839 2.585 -0.004 -0.776
C 2.580 1.973 -0.162 0.042
O 2.081 0.980 0.546 -0.475
C -1.748 -2.024 0.648 1.563
C -1.103 -2.813 1.493 -0.672
C -1.827 -3.810 2.147 -0.833
C -3.229 -4.064 1.981 0.666
C -4.002 -5.170 2.666 -0.094
N -5.289 -5.122 2.616 -0.503
C -5.707 -6.269 3.383 -0.510
C -4.556 -7.163 3.606 -0.303
N -3.441 -6.389 3.027 -0.227
C -3.882 -3.090 1.229 -0.511
C -3.094 -2.087 0.558 -0.511
H -1.790 0.073 -0.390 0.184
H 0.889 -1.396 0.576 0.190
H -0.211 1.539 -1.902 0.330
H 1.481 3.558 -3.058 0.287
H 2.749 7.146 -4.718 0.273
H 4.053 6.241 -5.456 0.239
H 5.639 7.160 -3.813 0.288
H 4.134 7.930 -2.971 0.249
H 4.860 6.129 -1.467 0.277
H 5.258 4.099 -0.679 0.381
H 4.456 2.130 0.754 0.411
H -0.124 -2.817 1.900 0.208
H -1.299 -4.544 2.734 0.211
H -6.446 -6.807 2.804 0.256
H -6.208 -5.870 4.237 0.300
H -4.248 -7.316 4.677 0.255
H -4.633 -8.068 3.007 0.256
H -2.465 -6.616 3.186 0.197
H -4.942 -2.936 1.018 0.375
H -3.589 -1.240 0.062 0.256
```

HOMO energy   -7.6 eV
Electronic energy   -1144.483035 Eh
Kohn-Sham gap   7.454 eV
Multiplicity   1

---

Record 2
Formula: C22H20N4O2S2
Source: the Open Molecules 2025 dataset
Level of theory: the ωB97M-V functional and the def2-TZVPD basis

XYZ file:
```
50
Properties=species:S:1:pos:R:3:mulliken_charge:R:1
C -6.928 -0.472 0.230 -1.441
C -5.431 -0.716 0.335 -0.244
O -4.806 0.535 0.562 -0.391
C -3.463 0.576 0.714 0.548
C -2.930 1.866 0.954 -0.572
C -1.593 2.062 1.124 -0.613
C -0.704 0.967 1.071 -0.353
N 0.614 1.165 1.236 -0.505
C 1.407 0.122 1.192 0.044
C 2.843 0.325 1.384 0.727
C 3.699 -0.759 1.567 -0.307
C 5.058 -0.549 1.714 -0.813
C 5.573 0.737 1.682 -0.438
C 4.724 1.819 1.509 -0.699
C 3.366 1.618 1.363 -0.467
N 1.000 -1.139 0.929 -0.384
C -0.267 -1.347 0.712 0.506
S -0.735 -2.973 0.222 -0.212
C 0.586 -3.414 -0.964 -0.502
C 1.968 -2.927 -0.618 0.306
O 2.743 -3.549 0.065 -0.611
N 2.407 -1.790 -1.282 -0.082
C 1.659 -0.755 -1.772 0.308
N 0.402 -0.767 -2.041 -0.181
C -0.040 0.454 -2.438 -1.188
C 0.885 1.444 -2.491 1.101
C 0.709 2.869 -2.862 -1.354
S 2.438 0.808 -2.016 -0.217
C -1.242 -0.325 0.825 0.559
C -2.619 -0.510 0.647 -0.467
H -7.443 -1.412 0.053 0.420
H -7.298 -0.030 1.150 0.330
H -7.137 0.209 -0.590 0.326
H -5.213 -1.400 1.166 0.349
H -5.050 -1.161 -0.594 0.344
H -3.627 2.689 0.995 0.468
H -1.184 3.042 1.311 0.492
H 3.294 -1.759 1.598 0.468
H 5.717 -1.394 1.854 0.434
H 6.636 0.896 1.795 0.405
H 5.125 2.822 1.488 0.406
H 2.689 2.446 1.225 0.448
H 0.268 -3.023 -1.930 0.348
H 0.596 -4.504 -0.959 0.475
H 3.362 -1.545 -1.039 0.347
H -1.083 0.563 -2.674 0.431
H 1.372 3.139 -3.683 0.343
H 0.943 3.512 -2.014 0.289
H -0.321 3.045 -3.163 0.377
H -2.974 -1.511 0.459 0.439
```

HOMO energy   -8.1 eV
Electronic energy   -2016.274936 Eh
Kohn-Sham gap   7.989 eV
Multiplicity   1

---

Record 3
Formula: C22H20NO2
Source: the Open Molecules 2025 dataset
Level of theory: the ωB97M-V functional and the def2-TZVPD basis

XYZ file:
```
45
Properties=species:S:1:pos:R:3:mulliken_charge:R:1
C -4.019 -0.498 -6.194 -0.790
O -2.799 0.201 -5.830 -0.422
C -2.135 -0.164 -4.702 0.862
C -0.950 0.553 -4.388 -0.830
C -0.244 0.264 -3.240 -0.542
C -0.683 -0.738 -2.334 0.411
C -0.033 -0.972 -1.066 1.050
O -0.549 -2.038 -0.393 -0.405
C -0.049 -2.419 0.835 0.523
C 1.044 -1.742 1.403 0.880
C 1.679 -2.359 2.519 -0.583
C 1.137 -3.499 3.078 -0.713
C -0.014 -4.094 2.531 -0.429
C -0.585 -3.581 1.374 -0.700
C 1.520 -0.611 0.722 -0.122
C 1.023 -0.252 -0.522 -0.506
C -1.831 -1.482 -2.691 -0.738
C -2.559 -1.197 -3.832 -0.439
H -4.331 -0.019 -7.124 0.240
H -3.831 -1.570 -6.366 0.338
H -4.797 -0.372 -5.424 0.338
H -0.634 1.338 -5.070 0.431
H 0.668 0.812 -3.005 0.357
H 2.610 -1.917 2.882 0.442
H 1.601 -3.945 3.957 0.395
H -0.461 -4.963 3.009 0.406
H -1.433 -4.055 0.886 0.448
H 2.397 -0.108 1.109 0.165
H 1.488 0.539 -1.114 0.250
H -2.191 -2.289 -2.061 0.405
H -3.465 -1.765 -4.051 0.386
C -0.178 3.956 3.844 -1.360
C 1.039 3.242 3.343 0.541
C 2.311 3.720 3.669 -0.302
C 3.446 3.062 3.208 -0.604
C 3.276 1.920 2.421 -0.312
N 2.050 1.468 2.116 -0.218
C 0.954 2.085 2.544 -0.300
H -1.087 3.457 3.495 0.349
H -0.184 3.982 4.945 0.324
H -0.184 5.000 3.494 0.329
H 2.397 4.619 4.293 0.403
H 4.459 3.396 3.435 0.377
H 4.141 1.368 2.036 0.364
H -0.017 1.666 2.257 0.302
```

HOMO energy   -11.4 eV
Electronic energy   -1055.317091 Eh
Charge   +1
Kohn-Sham gap   7.013 eV
Multiplicity   1

---

Record 4
Formula: C22H20O6S2
Source: the Open Molecules 2025 dataset
Level of theory: the ωB97M-V functional and the def2-TZVPD basis

XYZ file:
```
50
Properties=species:S:1:pos:R:3:mulliken_charge:R:1
C 4.706 -1.191 1.859 -0.795
O 4.307 0.189 1.972 -0.410
C 2.978 0.462 1.922 0.941
C 2.559 1.746 2.363 -0.733
C 1.241 1.963 2.657 -0.568
C 0.248 0.958 2.422 0.812
C -1.070 1.175 2.887 -0.828
C -2.249 0.505 2.428 0.920
C -3.418 1.278 2.194 -0.616
C -4.623 0.675 1.885 -0.587
C -4.742 -0.726 1.874 -0.427
C -3.599 -1.507 2.099 -0.945
C -2.355 -0.908 2.291 0.240
C 0.667 -0.212 1.727 -0.451
C 2.007 -0.499 1.545 -0.680
H 5.785 -1.159 1.975 0.243
H 4.257 -1.810 2.647 0.362
H 4.439 -1.591 0.875 0.331
H 3.321 2.501 2.549 0.401
H 0.923 2.917 3.086 0.386
H -1.223 2.062 3.504 0.400
H -3.335 2.363 2.256 0.409
H -5.496 1.281 1.642 0.385
H -5.699 -1.209 1.668 0.391
H -3.675 -2.600 2.103 0.384
H -1.479 -1.547 2.415 0.207
H -0.065 -0.910 1.343 0.615
H 2.318 -1.473 1.160 0.303
C -0.629 -1.045 5.013 -0.263
O -0.874 -1.117 6.452 -0.383
C -0.998 0.035 7.093 -0.085
S -2.560 0.426 7.849 1.138
O -3.258 1.454 7.108 -0.634
O -3.217 -0.813 8.213 -0.662
C -1.786 1.156 9.298 0.324
C -0.404 1.300 9.284 0.299
C 0.268 1.792 10.404 -0.657
C -0.469 2.150 11.534 -0.544
C -1.862 2.013 11.543 -0.538
C -2.527 1.512 10.424 -0.636
S 0.470 0.746 7.809 1.140
O 1.374 -0.334 8.154 -0.666
O 0.929 1.895 7.053 -0.633
H -0.604 -2.071 4.647 0.161
H -1.450 -0.474 4.583 0.058
H 0.309 -0.511 4.847 0.351
H 1.353 1.880 10.369 0.403
H 0.051 2.549 12.402 0.367
H -2.440 2.308 12.417 0.368
H -3.609 1.388 10.403 0.401
```

HOMO energy   -6.0 eV
Electronic energy   -2097.897499 Eh
Kohn-Sham gap   3.129 eV
Multiplicity   1

---

Record 5
Formula: C22H21BF4N4O2PS5Sm
Source: the Open Molecules 2025 dataset
Level of theory: the ωB97M-V functional and the def2-TZVPD basis

XYZ file:
```
61
Properties=species:S:1:pos:R:3:mulliken_spin:R:1
Sm 1.187 -0.465 -0.280 5.057
C -1.880 3.121 1.555 0.000
O -2.373 2.241 0.525 0.000
C -1.671 1.173 0.217 -0.002
O -0.619 0.827 0.755 -0.002
N -2.258 0.443 -0.748 0.000
N -1.559 -0.664 -1.225 -0.002
H -2.710 3.314 2.230 0.000
H -1.560 4.051 1.093 0.000
H -1.049 2.672 2.089 0.000
H -3.089 0.780 -1.201 0.000
H -1.428 -0.603 -2.226 0.000
H -2.054 -1.518 -1.001 0.000
S 1.236 5.402 1.847 0.000
C 1.098 4.574 0.431 0.000
S 1.587 2.899 0.236 -0.002
C 0.810 2.856 -1.366 0.003
N 0.302 3.989 -1.689 0.000
N 0.498 4.954 -0.733 0.000
C 0.055 6.267 -1.079 0.000
C 0.744 7.404 -0.675 0.000
C 0.287 8.650 -1.075 0.000
C -0.838 8.771 -1.876 0.000
C -1.510 7.631 -2.288 0.000
C -1.068 6.380 -1.894 0.000
S 0.740 1.421 -2.301 -0.023
H 1.626 7.327 -0.061 0.000
H 0.829 9.533 -0.760 0.000
H -1.182 9.749 -2.186 0.000
H -2.381 7.711 -2.926 0.000
H -1.572 5.481 -2.216 0.000
F 2.203 0.398 1.636 0.000
B 3.404 -0.128 1.059 -0.007
F 4.544 0.264 1.622 0.000
F 3.155 -1.508 1.014 0.000
F 3.297 0.267 -0.360 0.000
S 0.261 -2.852 0.729 -0.013
P 1.045 -3.495 -1.021 0.002
S 0.707 -2.274 -2.575 -0.008
C 0.401 -5.153 -1.388 0.002
C 0.598 -5.658 -2.671 -0.001
C 0.121 -6.918 -2.990 0.000
C -0.552 -7.668 -2.034 0.000
C -0.751 -7.161 -0.759 0.000
C -0.276 -5.899 -0.431 -0.001
C 2.849 -3.737 -0.876 -0.001
C 3.320 -4.737 -0.031 0.000
C 4.683 -4.907 0.140 0.000
C 5.573 -4.080 -0.532 0.000
C 5.104 -3.094 -1.386 -0.001
C 3.740 -2.924 -1.567 0.002
H 1.117 -5.056 -3.407 0.000
H 0.266 -7.314 -3.986 0.000
H -0.925 -8.652 -2.288 0.000
H -1.282 -7.748 -0.021 0.000
H -0.426 -5.482 0.556 0.000
H 2.612 -5.366 0.497 0.000
H 5.052 -5.681 0.800 0.000
H 6.639 -4.209 -0.394 0.000
H 5.802 -2.458 -1.914 0.000
H 3.373 -2.178 -2.260 -0.002
```

HOMO energy (spin up / spin down)   -7.7 / -7.7 eV
Electronic energy   -4635.444334 Eh
Kohn-Sham gap (spin up / spin down)   6.664 / 7.752 eV
Multiplicity   6

---

What are the energy above the lowest of the compared OMol25 structures with the same formula, charge and spin values for these records? In order: 3.944; 0.969; 0.186; 1.739; 0.685 eV.